[1]
ORCA calculation (ωB97M-V/def2-TZVPD) on a molecular structure, C30H53BN8O4OsPSb.

The spin multiplicity is 6. The value obtained for the highest occupied orbital energy (alpha / beta) is -16.344 / -16.778 eV. The LUMO energy (alpha / beta) is -7.49 / -11.98 eV. As for the largest force on an atom: 0.0584 Eh/bohr. The expectation value of S² is 8.771. Its total charge is +3. As for the energy: -71029.5629 eV.

Each line ends with the Löwdin charge.
Cartesian coordinates (Å):
H (0.060242, 2.925998, -4.662377)  0.061
C (0.727142, -0.992202, 4.126723)  -0.277
H (-4.182058, 0.647698, 1.649823)  0.093
H (-2.655558, 0.998798, -2.303377)  0.020
H (-4.977058, 3.581098, 1.857523)  0.113
B (1.740342, -3.001102, 1.226223)  -0.644
H (2.328542, 1.942798, -0.473877)  0.035
H (1.745742, -1.311202, -4.006177)  0.056
H (-4.658658, 0.434798, -0.045277)  0.078
C (-0.311758, 4.578098, 1.220523)  -0.580
H (-3.432758, -1.860202, 0.487123)  0.109
H (-3.787458, 3.813898, -1.204477)  0.087
C (-2.707958, -1.559202, -0.269377)  -0.020
H (-2.036758, 2.410698, -4.231277)  0.070
H (-3.459258, 2.925298, 2.475923)  0.095
P (-1.229458, 2.011298, 0.923523)  0.293
N (2.213242, -5.416402, 0.786423)  0.212
H (-2.232858, -4.414102, -0.887477)  0.122
C (-0.038558, -2.512002, -4.209877)  -0.178
H (0.264842, -5.176502, -0.078977)  0.105
C (-2.175658, 0.538798, -3.162077)  -0.352
C (1.244942, 1.966398, -3.120677)  -0.365
C (-1.456958, -3.815002, -0.460877)  0.022
C (-3.940458, 3.367798, 1.606123)  -0.009
N (2.252642, -0.601702, 0.509423)  -0.105
C (3.669042, -4.449702, 2.138923)  0.011
C (1.177842, 4.379698, 1.488323)  -0.005
H (-5.677658, 1.361298, 1.048223)  0.109
N (0.439942, -3.145002, 0.446723)  0.016
C (-2.312858, 1.374898, -4.406577)  -0.156
H (0.505242, -0.613102, -5.068077)  0.053
H (0.002542, 5.677398, -0.591777)  0.111
H (1.165942, 1.682998, -5.271277)  0.071
H (-3.359558, 1.361998, -4.714277)  0.097
Os (0.466642, 0.031898, 1.274523)  1.631
H (-0.869958, 5.435198, 3.127923)  0.101
C (3.298542, 1.563098, -0.155777)  -0.016
H (3.957742, -8.262902, 0.899623)  0.112
H (5.267942, -0.579102, -0.753877)  0.128
H (1.788642, 3.229398, -4.731877)  0.095
C (0.967542, -2.193502, 4.788823)  0.048
H (1.522542, 3.469098, 1.005423)  0.048
H (2.748142, -7.790002, -0.347977)  0.120
H (-2.553258, -0.471402, -3.315477)  0.050
H (-3.195958, -1.661002, -1.236777)  0.093
H (0.362342, -3.093902, -5.042877)  0.092
C (-0.565358, 4.811198, -0.260477)  -0.006
C (3.030042, -7.731202, 0.705423)  0.046
O (-0.115258, 1.551798, -0.064377)  -0.521
O (-2.530158, 2.022998, 0.062323)  -0.152
C (-0.203358, -4.214702, -0.056277)  -0.031
H (-0.615358, 0.651698, 4.213423)  0.071
H (-1.840858, 6.028998, 1.786123)  0.088
C (3.287942, 0.087798, -0.019077)  -0.296
C (3.853342, -2.045302, 0.060723)  -0.013
O (-0.986458, 3.360998, 1.660023)  -0.128
H (1.358242, 4.307998, 2.556523)  0.101
H (1.038942, 2.743698, -2.388977)  0.030
H (4.059642, 1.871698, -0.865777)  0.104
H (4.349142, -2.995002, -0.001477)  0.136
C (1.034942, 2.467498, -4.530677)  -0.151
Sb (-0.044058, 0.229898, -2.560377)  1.655
H (-5.425758, 3.496198, -0.626477)  0.107
H (-1.103958, -2.394802, -4.391377)  0.071
N (2.619442, -1.909602, 0.563223)  0.030
N (-0.371058, -2.064302, 0.371023)  0.008
C (4.315442, -0.801802, -0.321777)  0.038
H (-2.427458, -0.524302, -0.084577)  0.037
C (0.677242, -1.195802, -4.168077)  -0.354
C (3.105042, -6.348402, 1.156923)  -0.198
H (0.115842, -3.092202, -3.301377)  0.059
C (0.313042, 0.313798, 4.680923)  -0.006
H (4.894542, -6.241402, 2.482523)  0.138
H (1.077242, 1.068698, 4.488223)  0.097
H (-0.179758, 6.577898, 1.984923)  0.105
H (-0.251058, 3.938298, -0.830977)  0.059
H (1.741742, 5.222998, 1.102923)  0.106
H (-1.733158, 0.976898, -5.236177)  0.076
H (0.161142, 0.226198, 5.753823)  0.103
H (2.262142, 1.593098, -2.988577)  0.051
O (-1.206858, 0.908198, 1.987923)  -0.377
H (1.625142, -4.116502, 3.914223)  0.137
H (-1.620058, 4.989998, -0.457177)  0.089
H (-3.450158, 4.306998, 1.367323)  0.081
C (-3.901658, 2.405298, 0.432923)  -0.575
H (4.101442, -3.640702, 2.691223)  0.154
N (2.534342, -4.283302, 1.370723)  0.078
C (-0.840958, 5.721998, 2.081123)  0.002
H (-4.589658, 2.297998, -1.616077)  0.083
C (-4.649858, 1.125598, 0.791923)  -0.010
N (0.962842, -1.175402, 2.805723)  -0.109
N (1.375942, -2.452302, 2.626723)  0.025
C (1.364242, -3.083602, 3.809623)  -0.006
C (-1.530458, -2.449002, -0.157977)  -0.330
C (-4.461458, 3.044198, -0.836377)  0.001
C (4.059942, -5.749702, 2.031723)  0.079
H (3.553342, 2.012498, 0.805023)  0.102
H (0.876742, -2.394502, 5.835923)  0.130
H (2.229242, -8.250502, 1.248223)  0.137

Atoms 1-3, force components in eV/Å:
-0.027 0.015 -0.072
0.065 -0.447 0.045
0.001 -0.092 0.121

[2]
ORCA calculation (ωB97M-V/def2-TZVPD) on a molecular structure, C2H3O3Tl.

The value obtained for the highest occupied orbital energy is -21.442 eV. The LUMO energy is -11.97 eV. As for the largest force on an atom: 0.1513 Eh/bohr. Its total charge is +2. As for the energy: -12931.2556 eV.

Each line ends with the Löwdin charge.
Cartesian coordinates (Å):
Tl (0.091490, 0.424055, 0.101166)  1.638
O (3.316200, -0.333536, -0.037223)  0.147
H (3.307495, 1.047834, -0.051168)  0.339
C (-2.694902, -0.541933, -0.003146)  0.163
H (-3.760134, -0.267756, 0.049027)  0.171
O (1.951190, 1.163602, 0.010061)  -0.164
C (2.053237, -0.215552, 0.017143)  -0.350
H (-2.422564, -1.605213, -0.114330)  0.154
O (-1.842014, 0.328497, 0.028472)  -0.097

Atoms 1-3, force components in eV/Å:
-1.345 -0.736 0.126
-3.212 -0.481 0.126
-0.163 -1.630 0.028

[3]
ORCA calculation (ωB97M-V/def2-TZVPD) on a molecular structure, C11H8BiNO5.

The value obtained for the highest occupied orbital energy (alpha / beta) is -14.453 / -14.443 eV. The LUMO energy (alpha / beta) is -9.55 / -9.50 eV. As for the largest force on an atom: 0.1511 Eh/bohr. Its total charge is +2. As for the energy: -29068.6192 eV.

Each line ends with the Löwdin charge.
Cartesian coordinates (Å):
O (-0.597103, -0.052725, -2.969404)  0.360
C (1.804613, 0.682466, 4.135782)  -0.006
O (-2.307832, -1.926078, 0.436411)  0.247
C (1.437034, -1.302616, 0.008450)  -0.258
C (3.024453, 1.014670, 4.729597)  -0.021
N (0.419495, 0.120413, 2.235468)  -0.064
H (2.939385, 0.404335, 0.923259)  0.079
C (4.112754, 0.902274, 2.593382)  -0.032
C (-4.677134, 0.271099, 0.349677)  0.031
C (1.104685, 1.571309, -0.276812)  -0.241
O (2.255507, -2.033701, 0.013553)  0.308
H (0.173491, -0.824194, 2.517308)  0.120
C (4.179567, 1.129764, 3.960221)  -0.029
H (5.015292, 0.985500, 1.982909)  0.132
H (3.082488, 1.188671, 5.807020)  0.133
Bi (-0.012686, 0.019239, 0.066668)  1.330
C (-1.445073, -1.259516, 0.290986)  -0.347
H (5.130536, 1.393143, 4.420886)  0.132
C (1.739017, 0.469652, 2.757950)  -0.287
C (-0.353772, -0.063889, -1.923758)  -0.183
H (0.917575, 0.595837, 4.765608)  0.131
H (-1.216268, 1.100877, -0.001250)  0.026
O (1.682929, 2.488475, -0.443283)  0.353
C (2.889672, 0.568610, 2.003831)  -0.079
H (-0.339121, 0.661881, 2.631556)  0.127
O (-5.676959, 0.861570, 0.370477)  0.041

Atoms 1-3, force components in eV/Å:
-1.916 -0.008 -6.947
0.539 0.212 0.344
-4.006 -2.940 1.585

[4]
ORCA calculation (ωB97M-V/def2-TZVPD) on 12 unconnected molecules or ions with the total composition C39H71NO13.

The value obtained for the highest occupied orbital energy is -9.161 eV. The LUMO energy is 0.04 eV. As for the largest force on an atom: 0.0451 Eh/bohr. As for the structure (SMILES): O=[N+]([O-])c1ccccc1.CC(C)=O.CC(C)=O.CC(C)=O.CC(C)=O.CC(C)=O.CC(C)=O.CC(C)=O.CC(C)=O.CC(C)=O.CC(C)=O.CC(C)=O. Its total charge is 0. As for the energy: -69697.1822 eV.

Each line ends with the Löwdin charge.
Cartesian coordinates (Å):
H (-6.707767, -12.250828, 21.943270)  0.058
O (-12.109156, -16.268853, 28.601461)  0.062
C (-9.542165, -17.020108, 28.940669)  0.005
C (-7.071052, -14.687974, 23.441919)  -0.014
H (1.292705, -19.557067, 29.040533)  0.082
O (-3.680476, -11.427995, 23.374389)  0.044
H (0.180733, -19.058007, 25.480557)  0.086
H (-1.914136, -19.363936, 22.985221)  0.084
H (-1.310555, -15.840978, 21.095609)  0.059
H (-6.871269, -19.039776, 23.248575)  0.099
C (-7.353968, -16.978734, 27.865219)  -0.068
H (-6.456641, -13.562242, 20.869017)  0.068
C (-1.883183, -14.955343, 21.369574)  0.002
C (-0.082116, -18.798363, 27.634265)  -0.463
C (-6.247423, -19.593072, 25.231593)  -0.493
C (-7.933119, -14.015879, 22.392264)  -0.482
H (-7.887669, -18.302653, 29.426103)  0.110
H (-5.418972, -12.488182, 25.931460)  0.062
H (-5.061161, -12.741365, 29.397758)  0.093
C (-4.281932, -10.362752, 27.418096)  -0.022
H (-4.766030, -20.941433, 24.409399)  0.071
H (-3.578201, -17.320417, 31.382682)  0.077
H (-1.738240, -14.316770, 20.484826)  0.101
H (-2.219013, -20.663333, 19.335511)  0.092
H (-0.600256, -17.571572, 25.946522)  0.064
H (-6.979906, -11.813697, 25.715283)  0.082
O (-3.275552, -14.753669, 30.672838)  0.073
O (-9.101139, -14.253767, 22.254910)  0.077
C (1.331577, -19.271145, 27.990847)  -0.008
O (0.872155, -15.270740, 25.901115)  0.051
H (-5.346010, -21.405350, 26.003256)  0.088
H (-2.339749, -14.156988, 27.775773)  0.061
C (-5.694929, -10.602195, 26.966562)  -0.497
H (-1.223335, -11.504859, 22.494910)  0.081
C (-3.401654, -16.859906, 24.981097)  -0.001
H (-2.775322, -17.102916, 28.322205)  0.076
H (-5.370048, -10.532836, 21.826435)  0.061
H (-6.295223, -14.049245, 23.853693)  0.067
H (-3.678748, -9.876594, 26.642926)  0.086
N (-11.276128, -15.442129, 28.254359)  -0.353
H (-1.800463, -14.759499, 24.573998)  0.079
H (-1.413052, -14.165976, 29.219570)  0.088
H (2.598671, -14.550632, 28.092088)  0.097
O (-11.555059, -14.313240, 27.907875)  0.079
H (-9.317688, -14.524987, 26.632515)  0.119
C (-2.746747, -14.323368, 24.904458)  -0.001
H (-4.097407, -17.700258, 27.346856)  0.053
H (-3.285634, -13.740521, 24.154942)  0.069
H (0.689056, -12.609324, 27.706078)  0.093
C (0.935902, -14.585357, 26.900580)  -0.492
H (-1.521840, -19.033140, 26.107665)  0.072
H (1.181451, -14.855532, 29.086211)  0.083
H (1.703422, -20.102317, 27.395490)  0.080
H (-0.830692, -21.202017, 20.505598)  0.090
C (-1.315540, -20.440087, 19.902614)  -0.009
O (-4.108774, -14.419942, 21.756973)  0.042
C (-2.319747, -13.735921, 28.783732)  -0.038
C (-1.611945, -19.297525, 20.856287)  -0.487
H (-1.679441, -14.484448, 22.320065)  0.063
H (-6.644158, -15.608338, 23.027765)  0.078
H (-2.469142, -13.637129, 25.705310)  0.068
H (-7.148752, -15.446553, 26.325076)  0.071
H (-2.822723, -20.619227, 22.121596)  0.081
H (-0.753068, -13.229454, 27.190386)  0.031
C (0.300667, -13.246760, 26.899505)  -0.029
H (-5.562948, -14.420685, 29.576497)  0.089
C (-4.398530, -10.469518, 21.343498)  -0.011
C (-8.224150, -17.462492, 28.830410)  -0.047
C (-3.853347, -17.274472, 28.317314)  -0.016
O (-7.031850, -19.422624, 26.129237)  0.087
C (-4.160892, -18.166752, 29.480156)  -0.457
C (-5.090699, -20.551858, 25.375745)  -0.011
C (-3.270386, -18.125749, 30.712857)  -0.019
O (-1.184339, -18.175761, 20.690783)  0.053
C (-6.194025, -18.681521, 24.039323)  -0.023
O (-4.977352, -19.069247, 29.438648)  0.055
H (-4.079274, -17.199449, 20.979259)  0.070
O (-6.620286, -10.262710, 27.661554)  0.070
C (-5.927007, -11.534960, 25.785388)  -0.016
H (1.895055, -16.137635, 27.944042)  0.062
C (-3.359257, -15.209589, 21.210882)  -0.490
C (-3.643672, -15.421168, 25.347656)  -0.454
H (-3.449469, -17.050300, 23.902965)  0.081
H (-5.244850, -18.660168, 23.510582)  0.049
H (-3.351067, -18.966538, 22.064350)  0.051
H (-1.788457, -11.378344, 20.876386)  0.084
H (2.046456, -18.445939, 27.950543)  0.067
C (-3.453645, -14.162836, 29.626895)  -0.504
H (-3.431985, -19.066628, 31.234415)  0.080
O (-0.880864, -18.715916, 28.532893)  0.067
H (-2.272202, -12.645270, 28.808090)  0.097
H (-3.667066, -11.263340, 27.523557)  0.057
C (-7.756864, -15.882037, 27.106298)  -0.066
H (-2.499407, -17.428719, 25.208542)  0.050
H (-4.382046, -11.151446, 20.490900)  0.088
H (-2.202932, -18.074960, 30.495028)  0.062
C (-8.997617, -15.306814, 27.308369)  0.001
C (-0.514020, -18.630715, 26.200689)  -0.014
H (-7.674528, -15.146643, 24.227600)  0.064
H (-4.212844, -17.381537, 25.488779)  0.053
O (-4.677258, -15.142903, 25.925630)  0.040
H (-5.697318, -10.923475, 24.912006)  0.071
H (-3.174663, -16.588825, 19.527545)  0.087
H (-4.400468, -16.338318, 28.433943)  0.068
C (-2.457840, -19.592460, 22.067436)  -0.017
H (-10.179551, -17.499823, 29.665076)  0.120
H (-4.277551, -20.022595, 25.877825)  0.078
C (-3.823540, -16.338956, 20.365928)  -0.011
H (-4.741355, -16.053246, 19.839330)  0.091
H (0.446572, -12.694541, 25.974901)  0.094
C (-7.242643, -13.051724, 21.430590)  -0.012
H (-4.814446, -13.885167, 28.024159)  0.056
C (-4.827888, -13.766252, 29.107832)  -0.005
H (-8.031531, -12.679922, 20.782896)  0.082
H (-4.242275, -9.413712, 21.125706)  0.084
C (-9.884194, -15.918441, 28.186334)  -0.152
C (1.647359, -15.098425, 28.136784)  0.002
H (-6.652842, -17.730103, 24.306681)  0.078
C (-1.897231, -10.927835, 21.867552)  -0.016
H (-4.344152, -9.834614, 28.365777)  0.086
H (-6.414921, -17.440341, 27.608652)  0.075
H (-0.666758, -19.983445, 19.152310)  0.084
H (-1.708555, -9.854713, 21.814279)  0.094
C (-3.325210, -11.022983, 22.289443)  -0.493

Atoms 1-3, force components in eV/Å:
-0.262 0.020 0.180
0.287 0.269 0.142
1.271 0.184 0.346